[1]
ORCA calculation (the ωB97M-V functional and the def2-TZVPD basis) on one molecule with the formula C2H2N2O2S.

Values from the calculation:
* HOMO-LUMO gap: 10.0679 eV
* energy above the lowest of the compared OMol25 structures with the same formula, charge and spin: 69.81 kcal per mole
* SMILES: O=C1ONC=NS1
* E_HOMO: -10.07 eV

Structure (XYZ):
```
9
C2H2N2O2S (the ωB97M-V functional and the def2-TZVPD basis)
O 2.300 0.191 -0.232
C 1.132 0.185 -0.155
O 0.422 1.309 -0.066
N -0.921 1.056 0.558
C -1.758 0.321 -0.344
N -1.543 -0.891 -0.364
S 0.195 -1.197 0.256
H -1.218 2.070 0.396
H -2.675 0.882 -0.478
```



[2]
ORCA calculation (the ωB97M-V functional and the def2-TZVPD basis) on an isolated ion of composition C5H12BrN3OPS and charge +1.

Values from the calculation:
* HOMO-LUMO gap: 8.6484 eV
* charge: +1
* SMILES: CP(C)N/C(NS)=[NH+]\CC(=O)Br
* E_HOMO: -12.67 eV

Structure (XYZ):
```
24
C5H12BrN3OPS (the ωB97M-V functional and the def2-TZVPD basis)
C -1.519 0.041 2.212
P -1.893 -0.343 0.469
C -1.857 -2.171 0.487
N -0.256 -0.128 -0.306
C 0.510 0.957 -0.044
N -0.002 2.040 0.595
S -1.147 3.071 -0.268
N 1.782 0.935 -0.398
C 2.461 -0.239 -0.925
C 1.944 -0.757 -2.264
O 1.997 -1.887 -2.585
Br 1.219 0.600 -3.441
H -2.139 -0.631 2.808
H -1.828 1.065 2.421
H -0.472 -0.076 2.496
H -1.235 -2.524 -0.339
H -2.868 -2.542 0.320
H -1.441 -2.580 1.408
H -0.381 -0.233 -1.315
H 0.707 2.610 1.044
H -1.832 2.048 -0.796
H 2.321 1.782 -0.291
H 3.508 0.030 -1.072
H 2.421 -1.066 -0.216
```



[3]
ORCA calculation (the ωB97M-V functional and the def2-TZVPD basis) on C38H50CaN3O2STe as an isolated structure.

Values from the calculation:
* HOMO-LUMO gap: 4.6444 eV
* energy above the lowest of the compared OMol25 structures with the same formula, charge and spin: 3.79 kcal per mole
* charge: -1
* E_HOMO: -2.30 eV

Structure (XYZ):
```
96
C38H50CaN3O2STe (the ωB97M-V functional and the def2-TZVPD basis)
Ca 0.540 -1.761 0.387
C 0.247 -1.707 3.655
N 0.375 -2.724 2.619
C 1.640 -3.421 2.815
C -0.764 -3.632 2.664
C -0.876 -4.542 1.438
N -0.999 -3.782 0.201
C -2.382 -3.431 -0.074
C -0.467 -4.541 -0.923
H 0.374 -2.132 4.662
H -0.729 -1.227 3.603
H 0.989 -0.922 3.488
H 1.632 -4.025 3.738
H 2.433 -2.676 2.886
H 1.867 -4.049 1.957
H -1.672 -3.022 2.718
H -0.723 -4.269 3.568
H -1.745 -5.213 1.579
H 0.012 -5.171 1.370
H -2.990 -4.322 -0.305
H -2.402 -2.757 -0.931
H -2.832 -2.918 0.775
H -0.916 -5.545 -0.995
H 0.616 -4.618 -0.818
H -0.662 -3.995 -1.849
Te 0.041 -1.293 -2.854
C -1.171 -2.239 -4.469
C -2.356 -2.939 -4.294
C -2.994 -3.570 -5.349
C -2.444 -3.525 -6.619
C -1.256 -2.840 -6.816
C -0.637 -2.210 -5.752
C -1.412 0.302 -2.820
C -0.956 1.585 -3.082
C -1.811 2.670 -3.032
C -3.146 2.485 -2.715
C -3.613 1.210 -2.449
C -2.752 0.130 -2.499
H -2.800 -2.997 -3.306
H -3.921 -4.102 -5.178
H -2.936 -4.016 -7.448
H -0.811 -2.795 -7.801
H 0.294 -1.678 -5.904
H 0.091 1.725 -3.331
H -1.441 3.662 -3.250
H -3.821 3.329 -2.686
H -4.656 1.061 -2.200
H -3.134 -0.862 -2.289
O 2.046 -2.884 -0.252
S 2.578 -1.808 -1.330
N 1.586 -0.464 -1.126
C -3.780 4.163 2.645
C -2.550 3.307 2.533
C -2.552 2.118 1.815
C -1.419 1.356 1.626
C -1.586 0.094 0.819
C -0.150 1.758 2.169
C 1.038 1.034 2.101
O 1.346 0.044 1.127
C -0.185 2.961 2.965
C 1.059 3.474 3.639
C -1.339 3.693 3.100
H -4.673 3.556 2.804
H -3.936 4.745 1.731
H -3.684 4.862 3.475
H -3.487 1.779 1.378
H -1.206 0.233 -0.200
H -2.646 -0.167 0.740
H -1.061 -0.743 1.291
H 1.940 1.492 2.493
H 1.826 3.708 2.901
H 1.467 2.735 4.333
H 0.835 4.381 4.202
H -1.314 4.622 3.663
C 3.821 1.280 -1.500
C 3.273 1.138 -0.068
C 4.158 0.165 0.717
C 1.815 0.557 -0.166
C 3.295 2.535 0.533
C 2.488 3.550 0.015
C 2.597 4.857 0.454
C 3.538 5.202 1.410
C 4.337 4.210 1.946
C 4.217 2.902 1.514
H 3.834 0.303 -1.976
H 4.832 1.687 -1.490
H 3.190 1.941 -2.089
H 4.005 -0.840 0.327
H 3.887 0.176 1.770
H 5.212 0.423 0.612
H 1.136 1.389 -0.425
H 1.754 3.322 -0.745
H 1.951 5.618 0.038
H 3.645 6.229 1.732
H 5.071 4.457 2.701
H 4.862 2.161 1.960
```



[4]
ORCA calculation (the ωB97M-V functional and the def2-TZVPD basis) on a 2-piece molecular cluster, C5H7NO overall.

Values from the calculation:
* HOMO-LUMO gap (alpha / beta): 7.8300 / 8.2859 eV
* energy above the lowest of the compared OMol25 structures with the same formula, charge and spin: 144.59 kcal per mole
* E_HOMO (alpha / beta): -8.15 / -8.73 eV

Structure (XYZ):
```
14
C5H7NO (the ωB97M-V functional and the def2-TZVPD basis)
C 0.826 1.600 1.058
C -0.189 1.409 0.169
C -0.129 -0.641 -0.494
C -1.316 -1.258 -1.076
O -0.168 -0.768 -1.819
C 0.981 -1.170 0.464
N 0.969 -2.371 0.452
H 1.489 -0.304 0.991
H 0.658 1.520 2.128
H 1.797 1.968 0.738
H -1.209 1.295 0.530
H -0.079 1.726 -0.865
H -1.411 -2.340 -1.077
H -2.220 -0.666 -1.200
```



[5]
ORCA calculation (the ωB97M-V functional and the def2-TZVPD basis) on C28H55NNbO14P2S as an isolated structure.

Values from the calculation:
* HOMO-LUMO gap: 6.1232 eV
* charge: -1
* E_HOMO: -4.92 eV

Structure (XYZ):
```
102
C28H55NNbO14P2S (the ωB97M-V functional and the def2-TZVPD basis)
C 0.265 0.409 3.045
C -0.313 0.520 1.838
Nb 0.693 0.014 -0.094
N 2.540 -0.153 0.793
C 1.060 2.247 -0.380
C 1.937 2.568 -1.610
C 2.822 3.821 -1.407
C 4.123 3.468 -0.683
O 4.327 4.304 0.494
C 4.224 3.599 1.648
C 2.944 3.700 2.443
O 5.124 2.919 2.075
C 0.401 -2.280 0.243
S 0.833 -2.907 1.784
O 1.324 -4.269 1.644
O -0.272 -2.812 2.714
O -1.079 0.001 -1.102
C -1.594 1.095 -1.642
O -1.201 1.648 -2.641
C -2.837 1.615 -0.960
C -4.067 1.273 -1.497
C -5.246 1.690 -0.907
C -5.199 2.448 0.253
C -3.976 2.812 0.789
C -2.802 2.392 0.188
H 1.228 0.849 3.299
H -0.218 -0.164 3.837
H -1.367 0.804 1.799
H 1.547 -0.282 -1.694
H 2.547 0.021 1.796
H 3.138 0.574 0.406
H 1.678 2.527 0.478
H 0.175 2.888 -0.335
H 1.389 2.590 -2.550
H 2.644 1.738 -1.702
H 2.303 4.609 -0.862
H 3.091 4.177 -2.405
H 4.195 2.408 -0.437
H 4.973 3.694 -1.325
H 2.596 2.695 2.664
H 3.147 4.225 3.375
H 2.171 4.243 1.904
H -0.648 -2.505 0.056
H 1.013 -2.750 -0.527
H 1.882 -2.186 2.243
H -4.154 0.677 -2.397
H -6.208 1.412 -1.315
H -6.096 2.770 0.764
H -3.898 3.396 1.696
H -1.834 2.642 0.602
O -5.929 -1.086 -4.542
P -6.100 -1.584 -5.935
O -7.169 -0.436 -6.443
C -6.711 0.899 -6.638
C -5.813 1.047 -7.855
O -7.114 -2.836 -5.749
C -7.261 -3.482 -4.482
C -8.396 -2.876 -3.682
O -5.816 -1.963 -7.504
C -4.536 -2.532 -7.862
C -4.278 -3.855 -7.167
H -6.194 1.245 -5.737
H -7.604 1.511 -6.764
H -4.859 0.536 -7.708
H -5.603 2.100 -8.047
H -6.285 0.612 -8.736
H -6.326 -3.454 -3.922
H -7.475 -4.532 -4.690
H -8.334 -1.788 -3.669
H -8.379 -3.239 -2.654
H -9.358 -3.138 -4.126
H -3.743 -1.817 -7.628
H -4.549 -2.667 -8.942
H -4.193 -3.725 -6.083
H -3.347 -4.297 -7.523
H -5.096 -4.551 -7.348
O 4.253 0.087 5.155
P 5.290 -0.806 5.700
O 5.623 -0.348 7.212
C 4.611 -0.478 8.211
C 4.345 -1.925 8.592
O 6.657 -0.347 4.964
C 6.620 0.588 3.878
C 6.779 2.019 4.337
O 5.777 -2.340 5.815
C 5.122 -3.321 4.974
C 5.303 -3.028 3.497
H 3.691 0.004 7.867
H 4.968 0.072 9.081
H 3.878 -2.471 7.769
H 3.674 -1.975 9.450
H 5.276 -2.435 8.837
H 5.701 0.469 3.307
H 7.444 0.320 3.214
H 6.122 2.248 5.177
H 6.547 2.690 3.517
H 7.801 2.214 4.676
H 4.059 -3.363 5.226
H 5.558 -4.286 5.227
H 4.810 -2.095 3.212
H 4.874 -3.829 2.896
H 6.360 -2.926 3.253
```



[6]
ORCA calculation (the ωB97M-V functional and the def2-TZVPD basis) on C13H7Cl2IrNO4S as an isolated structure.

Values from the calculation:
* HOMO-LUMO gap (alpha / beta): 6.8359 / 6.4813 eV
* energy above the lowest of the compared OMol25 structures with the same formula, charge and spin: 0.00 kcal per mole
* expectation value of S²: 6.043
* 2S+1: 5
* charge: +1
* E_HOMO (alpha / beta): -10.20 / -13.03 eV

Structure (XYZ):
```
29
C13H7Cl2IrNO4S (the ωB97M-V functional and the def2-TZVPD basis)
Ir -0.143 -0.227 -1.198
O 3.372 1.754 -1.376
C 2.103 1.398 -1.343
O 1.836 0.093 -1.210
C 1.075 2.339 -1.442
C 1.087 3.755 -1.493
C -0.114 4.418 -1.502
C -1.355 3.723 -1.448
C -1.314 2.361 -1.417
N -0.140 1.728 -1.455
C -2.454 1.385 -1.308
O -3.595 1.702 -1.264
O -2.063 0.075 -1.186
H 3.935 0.970 -1.286
H 2.032 4.278 -1.507
H -0.121 5.498 -1.534
H -2.305 4.237 -1.427
Cl -0.158 -0.258 1.394
C -0.153 -1.974 1.726
C -0.141 -2.337 3.047
C -0.141 -3.692 3.373
C -0.147 -4.661 2.386
C -0.156 -4.290 1.056
Cl -0.159 -5.521 -0.135
C -0.165 -2.920 0.674
S -0.200 -2.556 -0.994
H -0.136 -1.580 3.818
H -0.135 -3.985 4.414
H -0.143 -5.712 2.637
```



[7]
ORCA calculation (the ωB97M-V functional and the def2-TZVPD basis) on C43H71AsN2O4PRhSSb2SeSi as an isolated structure.

Values from the calculation:
* HOMO-LUMO gap (alpha / beta): 6.3945 / 5.6786 eV
* energy above the lowest of the compared OMol25 structures with the same formula, charge and spin: 0.00 kcal per mole
* expectation value of S²: 6.024
* 2S+1: 5
* charge: +2
* E_HOMO (alpha / beta): -11.22 / -12.25 eV

Structure (XYZ):
```
128
C43H71AsN2O4PRhSSb2SeSi (the ωB97M-V functional and the def2-TZVPD basis)
Rh -0.581 0.156 -0.695
C 3.307 1.532 -1.243
C 3.323 1.694 0.278
C 3.505 0.368 1.027
Sb 1.698 -0.556 1.722
C 1.770 0.041 3.762
C 1.730 -0.878 4.804
C 1.868 -0.446 6.119
C 2.061 0.898 6.393
C 2.118 1.816 5.352
C 1.965 1.392 4.042
C 2.290 -2.609 1.981
C 3.542 -3.059 1.575
C 3.914 -4.375 1.814
C 3.035 -5.252 2.432
C 1.778 -4.813 2.826
C 1.408 -3.494 2.601
Sb 1.802 0.166 -1.915
C 2.783 -1.727 -1.902
C 2.042 -2.834 -1.504
C 2.592 -4.110 -1.560
C 3.893 -4.280 -2.004
C 4.644 -3.179 -2.401
C 4.089 -1.909 -2.357
C 1.895 0.501 -4.002
C 2.764 1.434 -4.555
C 2.837 1.587 -5.935
C 2.048 0.804 -6.764
C 1.186 -0.137 -6.216
C 1.108 -0.286 -4.839
H 4.267 1.177 -1.622
H 3.073 2.483 -1.722
H 2.406 2.195 0.587
H 4.143 2.361 0.553
H 4.068 0.480 1.955
H 4.016 -0.363 0.400
H 1.608 -1.936 4.611
H 1.837 -1.166 6.926
H 2.181 1.230 7.415
H 2.281 2.865 5.562
H 1.993 2.118 3.242
H 4.233 -2.403 1.065
H 4.892 -4.718 1.505
H 3.331 -6.275 2.614
H 1.100 -5.493 3.325
H 0.439 -3.151 2.956
H 1.019 -2.697 -1.160
H 2.012 -4.969 -1.247
H 4.324 -5.271 -2.048
H 5.656 -3.314 -2.757
H 4.677 -1.062 -2.694
H 3.386 2.056 -3.923
H 3.515 2.315 -6.361
H 2.112 0.921 -7.838
H 0.579 -0.755 -6.866
H 0.431 -1.019 -4.413
C -2.942 -0.254 3.719
C -2.472 1.161 4.044
C -3.553 2.165 3.681
C -2.055 1.282 5.499
O -1.255 1.378 3.296
P -1.135 1.717 1.749
O 0.326 1.495 1.374
O -2.087 0.864 0.940
O -1.526 3.222 1.583
C -0.863 4.446 2.069
C 0.481 4.626 1.386
C -1.833 5.538 1.658
C -0.700 4.392 3.578
H -3.807 -0.513 4.333
H -2.134 -0.965 3.912
H -3.212 -0.250 2.658
H -4.445 1.945 4.268
H -3.810 2.118 2.622
H -3.239 3.181 3.915
H -2.892 1.042 6.156
H -1.729 2.299 5.713
H -1.227 0.606 5.715
H 0.379 4.564 0.305
H 1.197 3.876 1.717
H 0.870 5.611 1.647
H -1.959 5.537 0.575
H -1.451 6.511 1.966
H -2.806 5.383 2.122
H -0.100 3.538 3.891
H -1.665 4.346 4.084
H -0.195 5.302 3.901
N -4.205 -2.907 1.879
C -3.109 -3.671 1.176
C -2.358 -2.778 0.192
N -1.286 -1.958 0.719
H -4.677 -3.478 2.585
H -4.913 -2.589 1.209
H -3.835 -2.067 2.355
H -3.595 -4.504 0.671
H -2.456 -4.063 1.956
H -3.059 -2.122 -0.332
H -1.943 -3.431 -0.577
H -0.530 -2.518 1.099
H -1.586 -1.251 1.385
C -0.829 -3.928 -3.405
Si -2.228 -2.726 -3.629
C -3.839 -3.450 -3.010
C -2.377 -2.156 -5.390
Se -1.897 -0.741 -2.476
H -1.132 -4.911 -3.773
H -0.540 -4.033 -2.358
H 0.058 -3.623 -3.962
H -4.329 -3.991 -3.822
H -4.525 -2.673 -2.673
H -3.673 -4.163 -2.199
H -2.483 -3.011 -6.060
H -1.491 -1.596 -5.692
H -3.247 -1.511 -5.518
C -1.765 5.194 -3.192
As -1.450 3.310 -3.372
C -3.176 2.524 -3.653
C -0.474 3.075 -5.003
S -0.391 2.668 -1.652
H -2.217 5.584 -4.103
H -0.815 5.689 -3.001
H -2.433 5.349 -2.346
H -3.710 3.133 -4.382
H -3.713 2.504 -2.706
H -3.052 1.507 -4.018
H -1.060 3.472 -5.831
H -0.281 2.014 -5.150
H 0.471 3.609 -4.922
```



[8]
ORCA calculation (the ωB97M-V functional and the def2-TZVPD basis) on one molecule with the formula C4H6N2.

Values from the calculation:
* HOMO-LUMO gap: 10.3924 eV
* energy above the lowest of the compared OMol25 structures with the same formula, charge and spin: 111.29 kcal per mole
* SMILES: N1[C@H]2[C@@H]1[C@H]1N[C@@H]21
* E_HOMO: -9.13 eV

Structure (XYZ):
```
12
C4H6N2 (the ωB97M-V functional and the def2-TZVPD basis)
N 1.001 1.115 0.475
C 1.097 -0.321 0.403
C 0.636 0.483 -0.772
C -0.787 -0.174 -0.691
N -1.524 0.086 0.486
C -0.319 -0.942 0.457
H 0.148 1.325 1.002
H 2.041 -0.821 0.635
H 1.143 0.684 -1.704
H -1.340 -0.503 -1.554
H -1.691 1.099 0.673
H -0.404 -2.031 0.588
```



[9]
ORCA calculation (the ωB97M-V functional and the def2-TZVPD basis) on one molecule with the formula CCl2S3.

Values from the calculation:
* HOMO-LUMO gap: 8.0926 eV
* energy above the lowest of the compared OMol25 structures with the same formula, charge and spin: 10.71 kcal per mole
* SMILES: S=C(Cl)SSCl
* E_HOMO: -9.56 eV

Structure (XYZ):
```
6
CCl2S3 (the ωB97M-V functional and the def2-TZVPD basis)
S 1.821 0.558 1.282
C 0.571 0.449 0.218
Cl 0.895 0.577 -1.453
S -1.213 0.122 0.598
S -2.256 -1.140 -0.683
Cl -0.911 -2.743 -0.465
```



So what do the calculations give for F_max? Going down the list: 0.093 0.022 0.060 0.009 0.151 0.010 0.014 0.035 0.046 Eh/bohr.
So what do the calculations give for E_tot? Going down the list: -735.476022 -3750.531098 -3136.555596 -324.494049 -3345.865256 -2277.925302 -8348.494934 -265.358227 -2153.011093 hartree.